1.
{
  "formula": "C5H16N2O",
  "method": "ωB97M-V with the def2-TZVPD basis set",
  "species": ["C", "N", "C", "C", "C", "N", "C", "H", "H", "H", "H", "H", "H", "H", "H", "H", "H", "H", "H", "H", "H", "H", "H", "O"],
  "positions_angstrom": [[-1.051520, 2.509747, 1.197944], [-0.484456, 1.188356, 1.117972], [1.847936, 1.592019, 0.265169], [0.521251, 0.863151, 0.117029], [0.765142, -0.638937, 0.125343], [-0.497849, -1.337264, -0.124198], [-0.598050, -2.624761, 0.524057], [-0.315586, 3.307298, 1.399471], [-1.435755, 2.788888, 0.225197], [-1.850431, 2.464766, 1.938677], [-0.272557, 0.743512, 2.002107], [2.544519, 1.240328, 1.029685], [1.809842, 2.670415, 0.464725], [2.388679, 1.509974, -0.690031], [0.070097, 1.174465, -0.825476], [1.173943, -0.974381, 1.084577], [1.465587, -0.832525, -0.695747], [-1.223859, -0.725936, 0.228020], [-0.749129, -2.528511, 1.611583], [0.242570, -3.306749, 0.411495], [-1.500791, -3.130254, 0.167598], [0.345951, -1.238322, -2.705217], [-0.812244, -1.991756, -2.316777], [-0.559027, -1.380212, -3.027411]],
  "forces_ev_per_a": [[0.82, -0.21, -0.12], [-0.24, -0.83, 0.07], [0.96, 0.67, -0.52], [0.08, 0.66, 0.94], [-0.83, -0.01, -0.42], [0.54, -0.13, -0.31], [-0.92, -0.12, 0.84], [-0.15, -0.05, 0.49], [-0.51, -0.09, -0.30], [0.04, 0.42, -0.04], [0.04, 0.34, 0.14], [-0.37, -0.53, 0.12], [-0.56, -0.08, -0.14], [0.07, -0.05, 0.10], [0.09, -0.20, -0.33], [0.35, 0.24, -0.02], [0.25, -0.27, 0.22], [-0.14, -0.09, -0.01], [0.20, -0.01, 0.12], [0.23, 0.28, -0.45], [0.06, -0.17, -0.14], [-0.05, 0.39, -0.40], [-0.49, 0.34, 0.03], [0.54, -0.54, 0.12]],
  "mulliken_spin": [0.58, 0.08, 1.25, -0.73, 1.90, -0.54, 1.22, 0.02, 0.02, -0.25, -0.32, -0.23, 0.00, -0.49, -0.07, -0.67, -0.16, 0.05, -0.35, -0.17, -0.16, -0.09, 0.03, 0.06],
  "homo_ev": [1.30, -5.15],
  "gap_ha": [0.0909, 0.3312],
  "spin_multiplicity": 2,
  "s2": 0.750,
  "total_charge": -1
}

---

2.
{
  "formula": "C23H49AlN3P4S",
  "method": "ωB97M-V with the def2-TZVPD basis set",
  "species": ["Al", "P", "P", "P", "H", "C", "C", "H", "C", "C", "C", "C", "C", "C", "C", "C", "C", "H", "H", "H", "H", "H", "H", "H", "H", "H", "H", "H", "H", "H", "H", "H", "H", "H", "H", "H", "H", "H", "H", "H", "H", "H", "H", "H", "H", "H", "C", "C", "C", "C", "C", "C", "S", "H", "H", "H", "H", "H", "H", "C", "N", "C", "N", "C", "N", "C", "P", "C", "C", "H", "H", "H", "H", "H", "H", "H", "H", "H", "H", "H", "H"],
  "positions_angstrom": [[0.921473, 0.563213, -1.562371], [0.097485, 0.685522, 2.121307], [2.105070, 2.679075, -0.655446], [-0.878574, -4.844607, 0.956498], [1.544834, -2.645043, -2.562120], [0.620193, -2.290815, -2.108391], [0.199233, -0.907826, -2.614532], [0.578380, -0.747650, -3.631216], [1.355162, -0.073869, 3.230709], [-0.009859, 2.330961, 2.948025], [-1.376194, -0.083416, 2.933790], [3.225925, 3.416711, -1.908158], [1.318283, 4.241169, -0.062895], [3.266543, 2.435949, 0.748751], [-0.932505, -6.605406, 0.637599], [-2.549634, -4.179937, 0.951444], [-0.067115, -4.532800, 2.542243], [-0.161926, -3.062849, -2.297587], [-0.900138, -0.944168, -2.722776], [1.219238, 0.290594, 4.259851], [2.358360, 0.183032, 2.868632], [1.248688, -1.166632, 3.202687], [-0.260171, 2.186449, 4.007105], [-0.801514, 2.921245, 2.467445], [0.942093, 2.868887, 2.855180], [-1.320928, 0.071459, 4.020570], [-1.395664, -1.161081, 2.715091], [-2.301256, 0.371956, 2.557093], [3.152335, 4.512667, -1.873733], [2.930787, 3.074538, -2.906733], [4.261364, 3.118518, -1.706271], [2.095369, 4.910638, 0.333706], [0.603759, 4.034262, 0.741964], [0.812239, 4.750959, -0.892164], [4.186580, 3.005598, 0.555623], [3.530801, 1.377969, 0.839863], [2.820366, 2.780240, 1.691378], [-1.020049, -7.144681, 1.588232], [-0.021797, -6.920515, 0.116435], [-1.801575, -6.834156, 0.011729], [-3.116127, -4.582620, 1.800160], [-3.040770, -4.462086, 0.011286], [-2.511909, -3.084665, 1.014507], [-0.007717, -5.487405, 3.089365], [-0.649629, -3.802911, 3.125570], [0.950679, -4.144182, 2.372469], [2.527694, -1.636199, -0.289076], [3.333866, -1.980810, 0.811096], [4.645943, -1.515799, 0.899567], [5.117121, -0.584620, -0.033723], [4.277055, -0.113288, -1.036985], [2.980134, -0.683352, -1.255921], [0.934009, -2.395288, -0.291922], [-0.137261, -4.089397, -0.053496], [2.907542, -2.627869, 1.577600], [5.298234, -1.904781, 1.682787], [6.154735, -0.243605, 0.018764], [4.610182, 0.698056, -1.690501], [2.685345, -0.784074, -2.323762], [-4.320087, 0.850406, -1.968676], [-3.747621, 0.911096, -0.603291], [-3.793954, 2.303361, -0.107891], [-3.125961, 3.259500, -1.021316], [-3.701390, 3.149487, -2.379840], [-3.642978, 1.768798, -2.913857], [-2.251840, 1.369643, -3.177825], [-1.271769, 1.389577, -1.595802], [-2.407337, 0.338046, -0.551568], [-1.678716, 3.099269, -1.019915], [-5.376842, 1.155417, -1.902969], [-4.234464, -0.177749, -2.345578], [-3.314830, 2.360890, 0.880387], [-4.852252, 2.600129, -0.038632], [-3.145377, 3.810847, -3.058906], [-4.761715, 3.440193, -2.324936], [-2.228395, 0.377750, -3.645827], [-1.783270, 2.073188, -3.879862], [-2.033970, 0.302585, 0.483447], [-2.415248, -0.693803, -0.933796], [-1.200665, 3.814772, -1.707540], [-1.266106, 3.255334, -0.012152]],
  "forces_ev_per_a": [[-0.11, 0.56, 1.33], [0.05, 0.03, 0.75], [1.13, 1.16, 0.43], [-0.11, 0.27, -0.28], [-0.09, -0.14, -0.07], [-0.36, -0.82, 0.00], [0.18, -1.04, -0.16], [-0.03, -0.23, -0.19], [0.28, -0.05, -0.36], [-0.09, 0.04, -0.40], [-0.12, 0.00, -0.37], [-0.10, -0.35, -0.56], [-0.84, -0.31, -0.12], [-0.08, -0.65, 0.18], [0.09, -0.17, -0.26], [-0.04, 0.11, -0.04], [0.14, 0.11, -0.01], [0.57, 0.52, -0.01], [0.53, 0.45, 0.20], [0.07, -0.20, -0.31], [-0.12, -0.08, 0.26], [0.08, 0.23, 0.08], [0.12, 0.15, -0.25], [0.16, 0.01, 0.22], [-0.27, -0.07, 0.13], [-0.01, -0.09, -0.30], [-0.07, 0.26, 0.08], [0.11, -0.17, 0.20], [0.05, -0.37, 0.01], [0.27, 0.24, 0.04], [-0.25, 0.06, -0.18], [0.00, -0.40, -0.22], [0.13, 0.14, -0.20], [0.05, -0.10, 0.27], [-0.35, -0.09, 0.05], [0.01, 0.23, 0.16], [0.08, -0.13, -0.33], [0.00, 0.10, -0.20], [-0.15, -0.04, 0.16], [0.18, 0.00, 0.06], [0.07, 0.09, -0.19], [0.06, 0.02, 0.24], [-0.03, -0.24, 0.08], [0.01, 0.43, -0.11], [0.24, -0.27, -0.17], [-0.36, -0.20, 0.12], [0.42, 0.30, 0.42], [-0.16, 0.58, -0.23], [-0.39, -0.22, -0.20], [0.00, 0.36, -0.20], [-0.09, -0.33, -0.06], [0.65, -0.49, 0.27], [0.62, 1.17, -1.08], [-0.89, -1.49, 0.90], [0.32, 0.00, -0.22], [-0.15, 0.21, -0.20], [-0.44, 0.04, 0.04], [0.10, -0.56, -0.05], [0.02, 0.29, 0.66], [0.24, 0.46, 0.05], [0.08, -0.07, -0.17], [0.05, 0.15, -0.59], [-0.26, -0.03, 0.06], [-0.03, -0.36, 0.28], [0.52, -0.03, 0.47], [-0.43, 0.12, -0.28], [-0.41, 0.76, 0.39], [-0.20, 0.27, 0.21], [-0.30, -0.29, 0.03], [0.39, -0.23, -0.09], [-0.16, 0.26, 0.08], [-0.23, -0.02, -0.22], [0.41, -0.13, 0.10], [-0.32, -0.08, 0.19], [0.42, 0.02, -0.09], [-0.03, 0.18, 0.14], [-0.20, -0.11, 0.11], [-0.15, 0.10, -0.44], [-0.01, 0.25, -0.01], [-0.23, -0.12, 0.21], [-0.22, 0.00, -0.25]],
  "mulliken_charge": [-0.12, 1.23, 1.36, 1.10, 0.45, -1.21, -0.84, 0.82, -1.21, -1.49, -1.31, -1.50, -1.45, -0.98, -1.18, -1.03, -0.96, 0.65, 0.35, 0.52, 0.30, 0.23, 0.53, 0.32, 0.32, 0.48, 0.10, 0.45, 0.49, 0.38, 0.44, 0.52, 0.20, 0.47, 0.52, -0.16, 0.42, 0.43, 0.41, 0.41, 0.41, 0.44, 0.20, 0.45, 0.35, 0.18, 0.94, -0.80, -0.58, -0.73, -0.66, -0.37, 0.13, -0.08, 0.36, 0.47, 0.43, 0.64, 0.36, -0.85, 0.15, -0.92, 0.15, -0.88, 0.15, -1.10, 1.26, 0.27, -0.62, 0.34, 0.35, 0.26, 0.34, 0.39, 0.32, 0.44, 0.47, -1.08, 0.50, 0.41, 0.07],
  "homo_ev": -15.80,
  "gap_ha": 0.2498,
  "spin_multiplicity": 1,
  "total_charge": 3
}

---

ΔE to the lowest compared entry with this formula, charge and spin across the listed records, respectively: 0.612, 0.000 eV.